Arrangement 1

Entry from the Open Molecules 2025 dataset: a cluster of 5 separate species, C7H24NO4 in total (the ωB97M-V functional and the def2-TZVPD basis).

Last columns: bonded neighbours and bond lengths (Å).
Element x y z (Å)
1 C 2.160 -0.232 1.111  C2 1.513, N8 1.551, H9 1.091, H10 1.085
2 C 0.980 -0.162 0.168  C1 1.513, C3 1.532, H11 1.092, H12 1.094
3 C -0.108 0.833 0.582  C2 1.532, C5 1.501, H13 1.092, H14 1.099
4 C -1.776 -0.067 -1.006  C5 1.327, C7 1.475, H15 1.089
5 C -1.263 0.976 -0.366  C3 1.501, C4 1.327, C6 1.532
6 C -1.790 2.391 -0.620  C5 1.532, H16 1.090, H17 1.084, H18 1.085
7 C -2.855 -0.082 -2.013  C4 1.475, H19 1.103, H20 1.097, H21 1.084
8 N 1.903 -1.266 2.238  C1 1.551, H22 1.028, H23 1.031, H24 1.013
9 H 3.016 -0.678 0.603  C1 1.091
10 H 2.541 0.709 1.496  C1 1.085
11 H 0.475 -1.120 0.023  C2 1.092
12 H 1.428 0.122 -0.788  C2 1.094
13 H 0.390 1.770 0.842  C3 1.092
14 H -0.489 0.505 1.560  C3 1.099
15 H -1.363 -1.051 -0.788  C4 1.089
16 H -1.080 3.036 -0.104  C6 1.090
17 H -2.795 2.477 -0.224  C6 1.084
18 H -1.726 2.667 -1.668  C6 1.085
19 H -2.670 -0.257 -3.086  C7 1.103
20 H -3.522 -0.951 -1.950  C7 1.097
21 H -3.476 0.805 -2.000  C7 1.084
22 H 1.037 -1.754 1.976  N8 1.028
23 H 1.825 -0.728 3.114  N8 1.031
24 H 2.697 -1.895 2.216  N8 1.013
25 H -0.102 -4.095 2.517  O27 0.963
26 H -1.065 -2.974 2.031  O27 0.956
27 O -0.147 -3.232 2.093  H25 0.963, H26 0.956
28 H -0.250 -0.615 -4.073  O30 0.965
29 H 1.057 -1.357 -4.007  O30 0.964
30 O 0.679 -0.527 -4.319  H28 0.965, H29 0.964
31 H 1.147 1.094 -3.296  O33 0.971
32 H 1.850 2.272 -2.624  O33 0.961
33 O 1.545 1.375 -2.456  H31 0.971, H32 0.961
34 H 0.149 0.480 4.860  O36 0.968
35 H 0.961 1.204 3.919  O36 0.945
36 O 0.636 0.325 4.037  H34 0.968, H35 0.945

Computed properties:
net charge: +1
E_LUMO: -2.790 eV
Kohn-Sham gap: 8.7 eV
multiplicity: 1

***

Arrangement 2

Entry from the Open Molecules 2025 dataset: a cluster of 5 separate species, C7H24NO4 in total (the ωB97M-V functional and the def2-TZVPD basis).

Last columns: bonded neighbours and bond lengths (Å).
Element x y z (Å)
1 C -1.238 2.595 -1.243  C2 1.520, H9 1.089, H10 1.092, H11 1.090
2 C -0.717 1.366 -0.516  C1 1.520, C3 1.524, N8 1.506, H12 1.087
3 C 0.212 0.551 -1.408  C2 1.524, C4 1.504, H13 1.091, H14 1.096
4 C 0.692 -0.761 -0.851  C3 1.504, C5 1.329, C6 1.509
5 C 1.952 -1.148 -1.019  C4 1.329, H15 1.086, H16 1.089
6 C -0.316 -1.646 -0.159  C4 1.509, C7 1.525, H17 1.090, H18 1.098
7 C -1.514 -2.004 -1.031  C6 1.525, H19 1.091, H20 1.084, H21 1.088
8 N -0.009 1.812 0.736  C2 1.506, H22 1.024, H23 1.018, H24 1.051
9 H -1.862 3.206 -0.594  C1 1.089
10 H -0.419 3.201 -1.637  C1 1.092
11 H -1.842 2.287 -2.096  C1 1.090
12 H -1.555 0.754 -0.193  C2 1.087
13 H -0.336 0.359 -2.332  C3 1.091
14 H 1.050 1.173 -1.743  C3 1.096
15 H 2.316 -2.114 -0.683  C5 1.086
16 H 2.698 -0.538 -1.527  C5 1.089
17 H 0.193 -2.542 0.195  C6 1.090
18 H -0.658 -1.158 0.764  C6 1.098
19 H -2.150 -1.145 -1.250  C7 1.091
20 H -1.193 -2.417 -1.980  C7 1.084
21 H -2.149 -2.740 -0.542  C7 1.088
22 H -0.684 1.873 1.504  N8 1.024
23 H 0.406 2.733 0.610  N8 1.018
24 H 0.734 1.150 1.073  N8 1.051
25 H -0.238 -1.147 -5.082  O27 0.962
26 H 0.658 -1.789 -4.021  O27 0.963
27 O 0.024 -1.078 -4.159  H25 0.962, H26 0.963
28 H 2.570 -0.075 1.364  O30 0.965
29 H 1.855 0.078 2.742  O30 0.980
30 O 2.041 0.532 1.894  H28 0.965, H29 0.980
31 H 1.285 -1.760 4.234  O33 0.965
32 H 1.560 -0.487 5.031  O33 0.971
33 O 1.199 -0.800 4.186  H31 0.965, H32 0.971
34 H -0.893 0.111 3.427  O36 0.967
35 H -2.230 0.872 3.417  O36 0.964
36 O -1.442 0.697 2.888  H34 0.967, H35 0.964

Computed properties:
net charge: +1
E_LUMO: -2.612 eV
Kohn-Sham gap: 9.9 eV
multiplicity: 1

***

The most stable structure shown above is arrangement 2; the least stable is arrangement 1.